Entry 1:
This record from the Open Molecules 2025 dataset describes C4H8N2O2 as an isolated structure at a distorted geometry. The level of theory is wB97M-V/def2-TZVPD.

Geometry (Å):
1 C 1.0253 -0.1376 0.2055
2 C -0.6687 1.8089 0.2498
3 C 1.9491 0.3015 1.0822
4 O 1.3895 -0.6585 -1.0152
5 N -0.3382 0.6439 -0.1056
6 H 2.0897 -1.3027 -0.8569
7 H -1.7022 2.0296 0.4998
8 H 0.0841 2.5901 0.2914
9 H 2.9974 0.2452 0.8303
10 H 1.6796 0.6615 2.0614
11 N -1.5812 -1.3202 -1.1879
12 C -1.2900 -0.7146 0.0511
13 O -0.3288 -1.3011 0.7884
14 H -0.7447 -1.4359 -1.7466
15 H -2.3325 -0.9129 -1.7273
16 H -2.2284 -0.4971 0.5796

## Properties
Frontier orbital gap (eV): 7.73
Total charge: 0
Energy above the lowest of the compared OMol25 structures with the same formula, charge and spin (kcal per mole): 123.4
HOMO level (hartree): -0.2829

=====

Entry 2:
This record from the Open Molecules 2025 dataset describes a 2-piece molecular cluster, C4H8N2O2 overall at a distorted geometry. The level of theory is wB97M-V/def2-TZVPD.

Geometry (Å):
1 C 1.0470 0.0088 0.0101
2 C 0.0780 0.9125 -0.1006
3 C 1.6425 -0.5586 1.2714
4 C 1.4429 -0.7293 -1.2273
5 N -0.7765 1.8196 -0.1500
6 N -3.1118 -0.4946 0.2398
7 O -4.1082 -1.0984 0.3375
8 O -3.4241 0.9033 0.1292
9 H 1.6337 0.1534 2.2327
10 H 2.6826 -0.6618 1.1087
11 H 1.1263 -1.5219 1.4349
12 H 1.3893 -1.7555 -1.2734
13 H 2.4237 -0.4957 -1.6064
14 H 0.7252 -0.5559 -2.0599
15 H -2.4899 1.3676 -0.0940
16 H -0.2807 2.7065 -0.2527

## Properties
Frontier orbital gap (eV): 9.97
SMILES: CC(C)=C=N.O=NO
Total charge: 0
Energy above the lowest of the compared OMol25 structures with the same formula, charge and spin (kcal per mole): 131.2
HOMO level (hartree): -0.3415

=====

Entry 3:
This record from the Open Molecules 2025 dataset describes one molecule with the formula C4H8N2O2 at a distorted geometry. The level of theory is wB97M-V/def2-TZVPD.

Geometry (Å):
1 C 1.0520 1.4370 0.4590
2 C -0.0784 -2.3129 0.3242
3 N 0.2033 0.3054 0.1216
4 C -0.7113 0.3043 -0.8637
5 C 0.7098 -1.0655 0.6324
6 N -1.2178 1.7219 -1.0929
7 O -1.2354 -0.5718 -1.5175
8 O 1.6625 -1.1142 1.3988
9 H -2.0917 1.6775 -1.6102
10 H -1.3164 2.3186 -0.2801
11 H 1.1291 2.1416 -0.3727
12 H 2.0664 1.1127 0.7076
13 H 0.6083 1.9436 1.3201
14 H 0.0154 -2.5650 -0.7343
15 H 0.3279 -3.1535 0.8960
16 H -1.1238 -2.1797 0.6115

## Properties
Frontier orbital gap (eV): 10.79
SMILES: CC(=O)N(C)C(N)=O
Total charge: 0
Energy above the lowest of the compared OMol25 structures with the same formula, charge and spin (kcal per mole): 19.8
HOMO level (hartree): -0.3691